Below is C3H5NO3 as an isolated structure in a non-equilibrium geometry, with properties calculated with ωB97M-V with the def2-TZVPD basis set.

**Total charge**: 0
**Frontier orbital gap (spin up / spin down)**: 7.94 / 7.94 eV
**ΔE to the lowest compared entry with this formula, charge and spin**: 120.77 kcal/mol
**HOMO (spin up / spin down)**: -8.86 / -8.86 eV

Each line ends with the Mulliken charge.
Atoms and positions in Å:
O  0.006  0.079  0.739  -0.382
O  2.315  -1.140  0.797  -0.370
O  2.702  0.956  0.139  -0.394
N  -0.263  0.419  -1.602  -0.553
C  -2.384  0.027  0.197  -0.875
C  1.927  0.104  0.489  0.515
C  -0.450  0.250  -0.397  0.575
H  3.295  -1.132  0.860  0.350
H  -2.721  -0.634  -0.594  0.321
H  -2.431  -0.391  1.195  0.263
H  -2.692  1.063  0.115  0.312
H  0.697  0.401  -1.939  0.239